(a)
C9H12N3 | wB97M-V/def2-TZVPD

Geometry as XYZ:
```
24
C9H12N3 wB97M-V/def2-TZVPD
H 2.499 -2.039 0.766
C 1.574 1.475 -0.598
C 0.537 0.671 -0.158
N -1.744 0.425 0.260
N -1.089 -1.559 -0.852
C 0.841 -0.672 0.359
H -3.160 2.004 -0.353
H -2.522 -0.194 -1.702
H -0.992 -2.019 -1.759
N -0.730 1.084 -0.360
C 3.194 -0.074 0.314
C -2.023 -0.569 -0.823
H -2.393 1.992 1.345
H 0.404 -2.819 0.058
H 4.179 -0.162 0.755
H 1.282 2.457 -0.925
H -1.383 -0.194 1.043
H 3.659 1.942 -0.335
H -3.649 0.721 1.028
C -2.825 1.340 0.581
C 2.909 1.142 -0.266
H -0.664 -2.079 1.079
C 2.179 -1.035 0.388
C -0.084 -1.839 0.155
```

The calculation puts the frontier orbital gap (alpha / beta) at 7.471 / 6.466 eV. The value obtained for the highest occupied orbital energy (alpha / beta) is -11.761 / -11.490 eV. The net charge is +1.


(b)
C9H12N3 | wB97M-V/def2-TZVPD

Geometry as XYZ:
```
24
C9H12N3 wB97M-V/def2-TZVPD
N 0.595 1.532 -0.602
C 2.790 1.227 0.412
H -1.223 1.374 1.058
H -4.003 1.040 0.391
H 1.903 3.024 -0.191
H -2.852 1.349 -0.938
H 3.438 1.910 0.969
H -0.101 -3.527 -0.111
C 1.708 2.018 -0.153
H 0.164 -0.185 -1.879
H -3.307 -0.334 -0.634
C 2.732 -0.137 0.514
C -3.033 0.704 -0.203
H -1.964 0.123 1.684
H 2.038 -0.596 -1.253
N -0.887 -0.292 -0.016
C 0.079 0.268 -0.797
C -0.962 -1.686 -0.057
C -1.801 0.523 0.774
H 3.257 -0.836 1.064
H -1.828 -2.029 0.308
N 1.319 -2.047 0.125
C 1.818 -0.921 -0.295
C 0.119 -2.499 -0.170
```

The calculation puts the frontier orbital gap at 7.372 eV. The value obtained for the highest occupied orbital energy is -12.525 eV. As for the SMILES: CC[n+]1ccnccccnc1. The net charge is +1.


Least stable: (b)


(a)
C3H12N2OS | wB97M-V/def2-TZVPD

Geometry as XYZ:
```
19
C3H12N2OS wB97M-V/def2-TZVPD
C 0.564 -1.363 -0.898
H -0.572 -0.085 1.341
H 0.172 -2.039 -1.695
H -1.166 1.299 -2.055
H 0.013 -2.433 1.115
C -0.827 0.469 0.437
H -0.268 1.408 0.499
C -0.633 -0.321 -0.847
H 2.086 2.966 0.829
N -0.550 0.498 -2.057
H -1.487 -0.984 -0.907
O 1.245 3.066 1.273
S 1.184 -1.926 0.655
H -2.442 1.476 1.268
H 0.422 0.614 -2.284
H 1.470 -1.094 -1.446
H -2.855 0.032 0.462
N -2.246 0.833 0.525
H 0.656 2.403 0.875
```

The calculation puts the frontier orbital gap at 9.596 eV. The value obtained for the highest occupied orbital energy is -8.889 eV. As for the SMILES: NC[C@@H](N)CS.O.


(b)
C3H12N2OS | wB97M-V/def2-TZVPD

Geometry as XYZ:
```
19
C3H12N2OS wB97M-V/def2-TZVPD
H -0.502 -0.145 -1.893
H -0.205 -2.464 -0.504
C -0.111 -0.414 0.095
H 1.241 -2.063 0.380
H 1.273 -0.218 1.757
H -2.103 4.215 -2.074
H -1.162 3.039 -2.276
H -1.170 -0.248 0.251
H -0.884 -3.262 1.469
N 0.287 -0.090 -1.271
H 0.727 0.815 -1.353
H 0.229 -2.503 2.312
C 0.162 -1.893 0.345
N -0.469 -2.342 1.601
C 0.630 0.425 1.166
H -0.056 0.908 1.842
O -2.089 3.292 -2.348
S 1.708 1.824 0.656
H 2.496 1.125 -0.157
```

The calculation puts the frontier orbital gap at 9.742 eV. The value obtained for the highest occupied orbital energy is -9.079 eV. As for the SMILES: NC[C@H](N)CS.O.


Least stable: (a)


(a)
C3H12N2OS | wB97M-V/def2-TZVPD

Geometry as XYZ:
```
19
C3H12N2OS wB97M-V/def2-TZVPD
H 2.786 0.280 -0.841
H -1.799 -1.004 -1.140
O 0.477 -1.570 2.509
H -0.379 2.433 0.580
H 1.052 0.404 0.381
H -2.515 0.560 -0.017
C -0.548 0.445 -0.850
C 0.743 -0.147 -0.481
H -0.452 1.368 -1.394
H 1.301 -1.963 2.457
C -1.425 0.565 0.262
N 1.906 0.206 -1.399
N -1.272 -0.416 -1.764
H -1.237 -0.254 0.924
H 0.806 -1.275 -0.213
H 0.305 -1.337 3.510
S -1.042 1.884 1.557
H -0.587 -1.114 -1.957
H 1.880 0.935 -2.125
```

The calculation puts the frontier orbital gap at 9.231 eV. The value obtained for the highest occupied orbital energy is -8.711 eV. As for the SMILES: NC[C@@H](N)CS.O.


(b)
C3H12N2OS | wB97M-V/def2-TZVPD

Geometry as XYZ:
```
19
C3H12N2OS wB97M-V/def2-TZVPD
H 0.456 -0.694 0.481
N -1.174 -0.306 -0.712
H -1.158 1.344 1.142
C -1.815 -1.606 -0.460
C 0.904 0.993 -0.798
H 0.366 1.763 -0.241
N -1.712 -1.948 0.946
H 0.818 1.253 -1.850
H -2.542 -2.411 1.282
H -0.912 -2.539 1.135
H 2.678 0.559 0.741
H -1.749 0.198 1.896
O -1.368 1.073 2.040
H -2.876 -1.476 -0.674
H 0.756 -1.081 -1.241
H -1.387 -2.362 -1.138
H -1.377 -0.046 -1.673
S 2.682 1.087 -0.491
C 0.277 -0.375 -0.542
```

The calculation puts the frontier orbital gap at 9.955 eV. The value obtained for the highest occupied orbital energy is -9.171 eV. As for the SMILES: NCNCCS.O.


Least stable: (a)


(a)
C4H10ClN | wB97M-V/def2-TZVPD

Geometry as XYZ:
```
16
C4H10ClN wB97M-V/def2-TZVPD
H 1.197 0.959 -0.940
C -1.340 0.687 0.238
H 1.227 0.715 1.932
H -2.237 0.209 0.575
H -1.012 1.369 1.130
H 1.816 -0.661 -0.215
N 1.457 1.126 1.053
H 0.282 -1.845 -1.423
Cl -0.237 -1.422 1.478
H -1.715 1.265 -0.633
C -0.589 -1.221 -1.154
C -0.253 -0.323 0.007
H 2.445 1.420 1.035
H -1.386 -1.962 -0.963
C 1.167 0.253 -0.067
H -0.822 -0.568 -2.052
```

The calculation puts the frontier orbital gap at 10.323 eV. The value obtained for the highest occupied orbital energy is -9.414 eV. As for the SMILES: CC(C)(Cl)CN.


(b)
C4H10ClN | wB97M-V/def2-TZVPD

Geometry as XYZ:
```
16
C4H10ClN wB97M-V/def2-TZVPD
H -1.283 -1.275 0.839
H 1.425 -1.524 -0.512
C 2.390 0.452 -0.131
H 3.346 -0.083 -0.042
H 2.191 1.138 0.652
H 1.315 -1.026 1.212
C 1.373 -0.627 0.079
Cl -3.879 -0.098 -0.108
H -1.550 -1.120 -0.991
H 2.235 0.809 -1.115
H -2.123 1.303 -0.706
H 0.015 1.006 0.018
N 0.096 -0.070 -0.332
H -2.152 1.138 1.092
C -1.200 -0.607 -0.081
C -2.198 0.584 0.127
```

The calculation puts the frontier orbital gap at 9.830 eV. The value obtained for the highest occupied orbital energy is -8.820 eV. As for the SMILES: CCNCCCl.


Least stable: (b)


(a)
C21H23N3O5S | wB97M-V/def2-TZVPD

Geometry as XYZ:
```
53
C21H23N3O5S wB97M-V/def2-TZVPD
C -3.292 -0.518 0.569
H 3.642 4.341 0.217
C 2.736 -2.576 -0.510
O -2.160 1.183 1.915
C 0.805 -2.365 1.103
C 3.737 -3.598 0.024
H 2.852 -2.502 -1.595
H 4.646 2.917 0.582
O 2.797 2.456 -0.020
H 3.766 -0.657 -0.493
H 0.777 -0.338 1.904
O -4.481 1.570 -1.988
H -0.189 -2.728 1.366
C -4.294 -2.728 -0.583
C 0.686 1.821 -0.775
H 3.602 -4.558 -0.470
H 1.488 -2.631 1.912
C -1.313 3.035 -0.212
H -3.354 -3.673 1.108
N -3.297 1.692 -0.020
H -5.096 -1.457 -2.148
H 3.375 -1.279 1.125
C 3.018 -1.189 0.095
C -2.820 3.054 -0.157
H -0.994 4.791 0.965
C -2.816 0.839 0.970
N -3.061 -1.660 1.181
H -1.223 1.238 -1.415
C 0.751 -0.845 0.932
H 3.376 3.419 1.727
S 1.373 0.275 -1.361
C -0.527 3.961 0.455
H 1.426 4.577 1.032
H -4.665 -3.652 -0.998
O 0.277 -0.463 -1.940
C 3.649 3.345 0.670
N 1.842 -0.351 0.113
C 1.482 2.734 -0.082
C -4.014 -0.390 -0.623
C -3.560 -2.742 0.597
C 0.852 3.835 0.500
H 3.605 -3.740 1.094
H -0.179 -0.564 0.433
H 4.755 -3.260 -0.157
C -4.537 -1.518 -1.226
C -0.675 1.982 -0.857
H -3.259 3.447 -1.080
H 1.208 -4.074 -0.164
H 0.633 -2.630 -1.008
C -4.004 1.038 -1.021
O 2.535 0.470 -2.172
C 1.283 -2.986 -0.207
H -3.162 3.653 0.691
```

The calculation puts the frontier orbital gap at 8.103 eV. The value obtained for the highest occupied orbital energy is -8.738 eV. As for the SMILES: COc1ccc(CN2C(=O)c3cccnc3C2=O)cc1S(=O)(=O)N1CCC[C@H](C)C1.


(b)
C21H23N3O5S | wB97M-V/def2-TZVPD

Geometry as XYZ:
```
53
C21H23N3O5S wB97M-V/def2-TZVPD
C 0.296 2.576 1.664
H 1.789 3.637 -1.734
H -7.793 -1.422 -2.025
C -3.733 -1.233 -0.767
C -4.945 -0.913 -0.165
C 4.207 -2.078 1.860
H 5.379 1.295 -1.965
H 5.080 -1.646 2.327
H 4.888 0.170 0.821
C 2.256 2.697 -1.436
O 0.745 2.787 0.329
C -6.209 -1.622 -0.560
H -3.848 1.591 1.843
C 3.812 0.335 -0.901
O 1.270 -1.954 -2.166
C 2.542 -3.815 1.743
C 2.494 -2.003 0.186
H 0.933 1.827 2.150
H -3.694 -2.026 -1.500
H -5.983 -2.652 -0.844
C -2.577 -0.552 -0.441
N 4.183 -0.278 0.252
C 3.719 2.672 -1.888
C 2.009 2.492 0.038
H 3.715 2.551 -2.971
H 4.117 -3.738 3.191
H -7.120 0.115 -1.469
H 4.187 3.631 -1.658
C 3.662 -3.252 2.341
C -3.816 0.802 1.111
O -1.962 2.591 2.451
H 2.129 -4.735 2.124
O 0.735 -0.217 -0.527
C 1.954 -3.181 0.662
N 2.895 -0.085 -1.681
C -4.965 0.111 0.772
H -6.901 -1.645 0.285
C 3.624 -1.437 0.764
H 5.062 1.948 -0.352
C -6.877 -0.910 -1.738
H 0.361 3.516 2.221
H 1.710 1.889 -1.930
C 4.591 1.568 -1.259
S 1.725 -1.086 -1.128
H -6.207 -0.888 -2.594
C -2.609 0.473 0.502
H -1.638 -0.807 -0.911
N -1.403 1.127 0.782
H -0.613 0.776 0.242
C -1.167 2.104 1.675
O 2.811 2.097 0.850
H 1.079 -3.578 0.174
H -5.898 0.374 1.251
```

The calculation puts the frontier orbital gap at 8.224 eV. The value obtained for the highest occupied orbital energy is -7.867 eV. As for the SMILES: CCc1ccc(NC(=O)COC(=O)CCCC2=NS(=O)(=O)c3ccccc3N2)cc1.


(c)
C21H23N3O5S | wB97M-V/def2-TZVPD

Geometry as XYZ:
```
53
C21H23N3O5S wB97M-V/def2-TZVPD
N 3.811 4.107 -1.476
C -2.297 -3.332 1.979
C -2.648 -2.462 -0.399
H -1.341 -5.406 0.590
N -1.359 0.350 -0.816
H 4.258 4.256 4.016
O -2.811 1.079 -2.432
H 4.577 2.588 3.501
H -4.158 0.407 0.005
C -2.523 -2.628 -1.771
C 4.203 3.350 0.867
C 3.582 4.157 -0.124
C -1.987 -3.794 -2.290
C 3.871 3.411 3.449
H -4.318 -4.093 2.095
H -1.900 -3.906 -3.360
S 3.938 2.603 -2.238
H 2.926 3.111 3.899
H -4.406 -0.677 -1.377
H -3.794 -3.209 3.532
O 2.791 4.791 1.766
H -0.843 1.922 -2.930
H -1.939 -1.205 2.193
H 0.867 -0.077 0.446
H -1.866 -4.242 2.411
C 0.017 1.688 -2.326
H -1.341 -0.225 0.019
N 2.740 5.002 0.423
O 4.034 2.895 -3.633
H -0.463 -2.187 2.098
C -1.678 -4.622 -0.073
H 1.411 2.809 -3.516
O -3.172 -1.321 0.175
C 2.228 1.057 -0.751
H -1.428 -2.168 3.576
C -3.751 -3.233 2.445
C -0.130 0.874 -1.202
C -1.565 -4.798 -1.442
C -3.662 -0.307 -0.663
C -2.570 0.454 -1.427
C 0.983 0.559 -0.420
H 4.935 2.590 0.701
H 3.104 0.819 -0.171
C 1.266 2.185 -2.649
H -2.836 -1.852 -2.452
C -2.210 -3.467 0.477
C 3.662 3.803 2.034
O 4.979 1.865 -1.596
H -1.147 -5.710 -1.839
C -1.478 -2.143 2.490
H 3.296 4.791 -2.009
C 2.357 1.867 -1.863
H -4.214 -2.330 2.059
```

The calculation puts the frontier orbital gap at 9.388 eV. The value obtained for the highest occupied orbital energy is -8.985 eV. As for the SMILES: Cc1cc(NS(=O)(=O)c2ccc(NC(=O)COc3ccccc3C(C)C)cc2)no1.


Least stable: (c)


(a)
C2HClF2O | wB97M-V/def2-TZVPD

Geometry as XYZ:
```
7
C2HClF2O wB97M-V/def2-TZVPD
F 1.548 -0.671 0.156
Cl 0.666 0.458 -1.830
C -0.576 0.529 0.603
O -0.113 0.890 1.694
F -0.345 -1.618 -0.532
H -1.529 0.816 0.231
C 0.349 -0.404 -0.323
```

The calculation puts the frontier orbital gap at 10.939 eV. The value obtained for the highest occupied orbital energy is -11.121 eV. As for the SMILES: O=CC(F)(F)Cl.


(b)
C2HClF2O | wB97M-V/def2-TZVPD

Geometry as XYZ:
```
7
C2HClF2O wB97M-V/def2-TZVPD
H 0.731 1.276 -0.330
Cl 0.322 0.012 -0.458
O 5.198 0.835 -0.246
F 3.662 -0.570 -1.050
F 4.254 -0.822 0.967
C 4.227 1.502 0.274
C 4.089 0.046 0.026
```

The calculation puts the frontier orbital gap at 10.214 eV. The value obtained for the highest occupied orbital energy is -10.573 eV.


(c)
C2HClF2O | wB97M-V/def2-TZVPD

Geometry as XYZ:
```
7
C2HClF2O wB97M-V/def2-TZVPD
O 1.271 -1.277 -0.829
F -1.461 -1.035 0.271
C -0.738 0.113 0.230
F -0.594 0.682 1.396
C 0.850 -0.325 -0.285
H -1.019 0.622 -0.718
Cl 1.690 1.221 -0.066
```

The calculation puts the frontier orbital gap at 11.083 eV. The value obtained for the highest occupied orbital energy is -10.774 eV. As for the SMILES: O=C(Cl)C(F)F.


Least stable: (b)


(a)
C3H12NS | wB97M-V/def2-TZVPD

Geometry as XYZ:
```
17
C3H12NS wB97M-V/def2-TZVPD
H 1.996 0.185 0.990
N 2.313 -0.440 0.232
H 4.120 -1.247 -0.482
H -2.479 0.669 -1.588
C 3.748 -0.819 0.444
H 2.187 0.152 -0.597
C -3.619 0.876 0.213
H -4.526 0.831 -0.395
H 4.314 0.069 0.718
S -0.825 0.368 0.071
H 1.649 -1.211 0.147
H -2.740 -0.885 -0.707
H -3.706 0.450 1.199
H 3.767 -1.604 1.187
H -0.292 0.496 -1.147
C -2.552 0.178 -0.625
H -3.354 1.932 0.340
```

The calculation puts the frontier orbital gap at 9.093 eV. The value obtained for the highest occupied orbital energy is -12.868 eV. The net charge is +1.


(b)
C3H12NS | wB97M-V/def2-TZVPD

Geometry as XYZ:
```
17
C3H12NS wB97M-V/def2-TZVPD
C -1.418 0.167 -2.657
C -1.268 0.041 0.230
H -2.304 0.389 0.266
H -0.576 0.260 -3.365
H -1.824 -0.780 -2.351
H -2.213 0.915 -2.819
H 1.991 -1.029 3.603
H -1.021 0.194 1.305
N 1.633 -0.098 1.779
H -1.196 -1.058 0.189
H 0.614 -1.709 2.610
H 2.080 -2.152 1.974
H 1.113 0.546 2.369
C 1.657 -1.379 2.612
H 2.575 0.299 1.712
S -0.364 0.767 -1.208
H 1.415 -0.153 0.772
```

The calculation puts the frontier orbital gap at 8.399 eV. The value obtained for the highest occupied orbital energy is -12.153 eV. The net charge is +1.


Least stable: (b)


(a)
C3H12NS | wB97M-V/def2-TZVPD

Geometry as XYZ:
```
17
C3H12NS wB97M-V/def2-TZVPD
H 1.774 -0.111 -0.150
S -0.458 0.758 -0.466
C -2.168 -0.044 -0.380
H 3.943 -1.877 0.692
N 2.317 -0.940 0.117
H -2.006 -1.070 -0.110
C 3.759 -0.856 0.401
H -2.899 0.920 1.598
H 4.311 -0.571 -0.587
H -2.597 0.165 -1.365
H -0.936 1.901 0.155
H 3.917 -0.222 1.252
H -4.064 1.273 0.286
C -3.309 0.466 0.640
H -4.022 -0.421 0.906
H 2.184 -1.414 -0.773
H 1.820 -1.526 0.761
```

The calculation puts the frontier orbital gap at 9.307 eV. The value obtained for the highest occupied orbital energy is -12.938 eV. The net charge is +1.


(b)
C3H12NS | wB97M-V/def2-TZVPD

Geometry as XYZ:
```
17
C3H12NS wB97M-V/def2-TZVPD
N 0.374 -1.788 0.288
H -1.320 1.653 1.290
H -0.096 1.801 -1.540
H -2.122 -0.339 1.081
H 0.281 2.948 -0.233
H 1.498 -1.180 -1.311
H -0.129 -0.848 0.272
C -0.029 1.951 -0.463
H -2.142 2.450 0.014
H 2.225 -2.499 -0.309
S -2.077 0.012 -0.190
H 0.439 -2.081 1.257
H 2.224 -0.897 0.274
H 0.769 1.258 -0.096
C 1.674 -1.583 -0.336
C -1.366 1.631 0.201
H -0.202 -2.489 -0.197
```

The calculation puts the frontier orbital gap at 10.000 eV. The value obtained for the highest occupied orbital energy is -13.532 eV. The net charge is +1.


Least stable: (a)


(a)
C7H10NO2 | wB97M-V/def2-TZVPD

Geometry as XYZ:
```
20
C7H10NO2 wB97M-V/def2-TZVPD
C -0.677 -0.788 0.485
O -1.467 1.305 -0.592
O 3.896 0.211 -0.361
C 0.840 -2.348 -0.767
C 1.680 1.080 0.516
H 1.591 2.108 0.118
H -1.741 3.067 0.179
C 1.335 -0.075 -0.334
H -2.815 -0.430 -0.210
C -2.023 2.008 0.306
H 1.780 -2.444 -1.388
C -1.690 -0.155 -0.518
H -0.279 -0.056 1.219
H -2.615 1.696 1.180
N 0.507 -1.155 -0.194
H -1.497 -0.477 -1.489
C 2.729 0.133 -0.105
H -1.207 -1.694 1.008
H 0.130 -3.182 -0.654
H 1.523 1.195 1.602
```

The calculation puts the frontier orbital gap (alpha / beta) at 3.988 / 4.396 eV. The value obtained for the highest occupied orbital energy (alpha / beta) is -10.893 / -11.031 eV. The net charge is +1.


(b)
C7H10NO2 | wB97M-V/def2-TZVPD

Geometry as XYZ:
```
20
C7H10NO2 wB97M-V/def2-TZVPD
H 1.883 -0.236 0.717
C -0.335 -2.443 0.084
H -0.585 1.622 -1.687
H 2.393 0.460 -0.882
C -0.253 -1.011 0.417
O -3.338 -0.627 0.224
N -2.244 -0.201 0.034
C -0.598 1.247 -0.616
H 2.132 2.221 1.267
C 0.186 2.157 0.278
H 0.748 -2.842 0.279
O -1.968 0.973 -0.342
C 0.318 -0.061 -0.594
H -0.512 -2.416 -0.926
H -0.312 -0.647 1.440
H 0.645 -0.441 -1.554
C 1.699 0.436 -0.084
C 1.392 1.743 0.546
H -0.252 3.084 0.789
H -1.000 -3.019 0.610
```

The calculation puts the frontier orbital gap (alpha / beta) at 9.135 / 9.136 eV. The value obtained for the highest occupied orbital energy (alpha / beta) is -14.315 / -14.315 eV. The net charge is +1.


Least stable: (a)